Computed, not measured: a structure of composition C20H42NO6Pb2S2, with ωB97M-V/def2-TZVPD.

XYZ file:
```
73
Properties=species:S:1:pos:R:3:forces:R:3:mulliken_charge:R:1
Pb 22.9271 1.2701 -12.1348 0.0 0.0 0.0 1.07
Pb 16.2782 -0.6930 -13.4628 0.1 0.0 0.1 0.97
C 17.0027 6.3709 -15.1640 -0.2 -2.7 -1.3 -0.98
C 18.4538 5.7497 -15.1370 1.2 2.3 3.1 0.47
C 19.5205 6.8885 -14.9673 1.4 -1.4 -0.8 -1.14
O 18.6195 4.6857 -14.3150 -0.5 1.6 -1.9 -0.42
H 16.7028 6.7276 -14.1786 0.0 0.0 -0.3 0.30
H 16.5794 5.4283 -15.5110 -1.5 -0.1 1.0 0.28
H 16.7191 6.9495 -16.0430 0.8 0.9 0.4 0.39
H 18.6118 5.4852 -16.1825 0.0 -0.8 -1.1 0.24
H 19.8708 7.0262 -13.9444 -0.7 0.4 0.1 0.35
H 19.3609 7.7652 -15.5950 -0.9 0.2 0.6 0.35
H 20.4503 6.5728 -15.4404 0.4 -0.5 -0.1 0.34
C 25.0583 5.3702 -20.7718 0.8 2.1 -2.3 -0.64
C 25.4025 6.6089 -19.8678 -1.2 -0.6 0.3 -0.67
C 26.3375 6.0792 -18.7575 0.6 0.5 -0.3 -0.60
S 26.1642 4.2832 -18.6658 -0.6 -0.8 -0.3 1.03
O 25.5323 3.7932 -17.4337 0.9 0.7 -0.8 -0.65
O 27.4412 3.7487 -19.1148 -1.2 0.0 0.4 -0.60
C 24.8621 4.1384 -19.9995 0.8 -0.5 1.3 -0.62
H 25.8185 5.3580 -21.5529 0.6 -0.7 0.3 0.32
H 24.2066 5.5767 -21.4200 -0.5 0.2 0.4 0.40
H 24.4361 7.0351 -19.5985 0.1 -0.1 0.9 0.26
H 25.8738 7.4254 -20.4150 0.2 -0.4 -0.1 0.35
H 26.4459 6.4450 -17.7364 -1.1 0.3 0.0 0.41
H 27.3357 6.3076 -19.1312 0.2 -0.7 -0.1 0.32
H 23.8535 4.1579 -19.5865 0.2 -0.2 0.6 0.31
H 25.0341 3.1691 -20.4674 0.1 0.2 -0.3 0.39
C 18.9600 8.6853 -4.4943 0.5 -1.5 -0.2 -0.63
C 17.9070 8.3870 -5.6138 -0.3 1.0 1.0 -0.56
C 18.5152 8.1310 -6.9667 2.4 0.0 -0.6 -0.56
S 20.2927 7.6453 -6.6098 -0.5 0.3 1.9 1.05
O 21.1951 8.7296 -7.0167 -1.0 -1.5 0.1 -0.62
O 20.4409 6.2554 -7.0117 0.6 0.4 -0.5 -0.66
C 20.1020 7.6440 -4.7057 -0.5 0.9 -1.7 -0.73
H 18.5395 8.4889 -3.5081 -0.3 0.0 -0.1 0.34
H 19.2059 9.7471 -4.4831 0.6 -0.2 -0.3 0.35
H 17.3379 9.3162 -5.5835 -0.6 -0.4 -0.5 0.29
H 17.2892 7.5367 -5.3250 -0.1 0.1 0.0 0.30
H 18.7674 8.9517 -7.6383 -0.7 0.6 0.4 0.31
H 18.1053 7.3508 -7.6081 -0.1 -0.1 0.5 0.35
H 21.0692 7.7796 -4.2216 -0.1 0.3 -0.2 0.43
H 19.7232 6.6394 -4.5178 0.0 0.0 0.1 0.32
C 18.7977 10.4794 -26.5153 1.4 -0.3 0.5 -1.68
C 17.6763 11.5254 -26.5294 -0.8 1.2 -2.5 1.43
C 16.7066 11.2287 -27.8340 1.1 0.1 1.1 -1.36
C 15.6432 10.1995 -27.5606 0.3 0.1 0.7 -0.62
C 14.9309 10.6086 -26.2529 0.8 -2.2 -0.9 -1.07
C 15.8023 10.4964 -24.9908 -0.6 2.9 -0.6 0.99
N 16.9436 11.4938 -25.2320 -1.0 -2.9 -0.2 0.35
O 17.7456 11.6193 -24.1295 -0.7 0.5 -0.6 -0.33
C 14.8410 10.9861 -23.8940 0.4 1.3 1.2 -1.73
C 16.2414 9.1032 -24.6126 0.9 0.1 -0.6 -1.53
C 18.3106 13.0050 -26.7972 -1.0 -1.1 1.1 -1.31
H 18.5955 9.4177 -26.3745 -0.9 0.1 -0.5 0.30
H 19.3945 10.6123 -27.4177 -0.3 -0.1 -0.2 0.48
H 19.5158 10.6213 -25.7076 -0.1 0.6 0.2 0.43
H 16.2527 12.1036 -28.2994 -0.1 0.5 0.9 0.48
H 17.3773 10.9423 -28.6442 0.3 -0.4 0.2 0.47
H 14.9780 10.1763 -28.4237 -0.2 -0.2 0.2 0.38
H 16.0752 9.2078 -27.4258 0.0 -0.1 -0.2 0.32
H 14.3026 9.7663 -25.9633 -1.3 0.6 -0.7 0.47
H 14.4643 11.5763 -26.4373 -0.3 -0.2 0.7 0.40
H 14.3589 11.9111 -24.2103 -0.4 -0.3 -0.1 0.43
H 15.2641 11.2665 -22.9294 0.8 -0.1 -0.1 0.43
H 14.1256 10.2340 -23.5614 -0.2 -0.1 -0.8 0.41
H 16.9082 8.7658 -25.4060 0.1 -0.5 0.4 0.35
H 15.3750 8.4452 -24.5458 0.0 0.1 0.0 0.44
H 16.7351 9.1722 -23.6433 0.2 -0.3 -0.1 0.38
H 19.3995 13.0050 -26.8462 -0.2 -0.1 0.0 0.35
H 17.8623 13.5046 -27.6560 0.2 -0.5 -0.2 0.39
H 17.9609 13.6158 -25.9649 0.4 0.3 0.2 0.28
H 17.7667 12.5789 -24.1505 1.1 0.8 0.9 0.44
```
Positions in Å, forces in eV/Å.

Results
total charge	+3
LUMO energy	-11.915	eV
total energy	-2473.94095	Eh